{
  "formula": "C18H35AlN2O",
  "method": "ωB97M-V/def2-TZVPD",
  "e_homo_ev": -14.92,
  "homo_lumo_gap_ev": 7.7561,
  "lumo_ev": -7.17,
  "charge": 2,
  "symbols": ["C", "H", "H", "H", "C", "H", "H", "C", "H", "H", "H", "C", "C", "C", "C", "C", "C", "C", "C", "C", "C", "Al", "H", "H", "H", "H", "H", "H", "H", "H", "H", "H", "H", "H", "H", "H", "H", "C", "N", "C", "C", "O", "N", "C", "C", "H", "H", "H", "H", "H", "H", "H", "H", "H", "H", "H", "H"],
  "coordinates": [[1.404843, 2.294152, -0.731324], [2.284037, 2.804190, -0.312866], [1.722054, 1.749905, -1.632490], [1.074711, 1.561576, 0.117739], [0.307917, 3.311356, -1.046159], [-0.597003, 2.796989, -1.391733], [0.017843, 3.799746, -0.109290], [0.685922, 4.396749, -2.056418], [-0.177686, 5.042886, -2.250872], [1.495712, 5.026346, -1.672487], [1.013717, 3.969430, -3.009418], [-0.831788, -1.656373, 0.036471], [-1.466653, -0.820929, -0.950093], [-0.542598, -0.581484, -2.009617], [0.725690, -1.118512, -1.624902], [0.554130, -1.851293, -0.371867], [1.479134, -2.859987, 0.190049], [1.896976, -1.261004, -2.530173], [-0.866640, -0.073779, -3.361297], [-2.933042, -0.631719, -1.041298], [-1.542706, -2.533469, 1.005135], [0.389116, -0.007559, 0.203722], [2.781446, -1.619025, -1.989888], [1.673499, -1.986235, -3.325545], [2.153846, -0.308863, -3.008900], [2.514459, -2.626974, -0.074238], [1.400985, -2.900974, 1.281518], [1.228727, -3.855343, -0.209200], [-2.425924, -2.055059, 1.446843], [-1.888007, -3.440431, 0.479942], [-0.891180, -2.864186, 1.825628], [-3.183118, 0.248010, -1.644494], [-3.398456, -1.511718, -1.514786], [-3.387593, -0.503905, -0.048035], [-0.101772, 0.631509, -3.712861], [-0.917330, -0.888416, -4.100269], [-1.832862, 0.443862, -3.383860], [-2.295324, 0.622194, 2.980365], [-1.136674, 0.314136, 3.818558], [-1.355067, 0.283152, 5.255231], [0.025636, 0.047045, 3.209972], [-0.025212, 0.036065, 1.912434], [1.208263, -0.220168, 3.777751], [1.533641, -0.289326, 5.194411], [2.367762, -0.404924, 2.902742], [-3.121051, 0.844410, 3.658329], [-2.573837, -0.227329, 2.345244], [-2.106297, 1.501544, 2.351086], [-1.182348, -0.729655, 5.658288], [-0.728536, 1.030516, 5.768235], [-2.405859, 0.537027, 5.416087], [2.180040, -1.165725, 5.335815], [2.079474, 0.614976, 5.510257], [0.650894, -0.414779, 5.812645], [2.262465, -1.297391, 2.271873], [2.543083, 0.473650, 2.263467], [3.234841, -0.542487, 3.550940]],
  "forces_ev_per_angstrom": [[0.228, 0.540, -0.778], [-0.172, -0.469, 0.221], [-0.132, -0.191, 0.444], [0.470, 1.083, -0.203], [-0.871, -0.097, 0.594], [0.132, -0.066, -0.069], [0.039, -0.026, -0.062], [0.419, -0.144, -0.026], [0.187, -0.211, 0.093], [-0.117, -0.089, -0.079], [-0.069, 0.054, 0.096], [0.125, -0.928, -1.681], [0.645, -1.101, 0.408], [0.800, 0.031, 0.939], [-0.428, -0.416, -0.022], [-1.047, -0.345, -0.544], [0.396, -0.469, 0.218], [0.542, 0.230, -0.087], [-0.048, 0.918, -0.386], [-0.618, 0.501, 0.218], [-0.134, -0.026, 0.657], [-1.445, 0.071, 0.180], [-0.177, 0.095, -0.210], [0.030, 0.171, 0.194], [0.012, -0.223, -0.030], [-0.101, -0.200, 0.099], [0.039, -0.185, -0.190], [0.164, 0.257, 0.159], [0.208, -0.177, -0.157], [0.113, 0.318, 0.155], [-0.162, 0.093, -0.197], [-0.069, -0.207, 0.151], [0.171, 0.261, 0.156], [0.057, -0.058, -0.345], [-0.172, -0.159, -0.055], [0.083, 0.086, 0.349], [0.247, -0.119, -0.014], [-0.302, 0.132, -0.237], [0.685, -0.194, -0.418], [-0.172, -0.027, 0.676], [-0.110, 0.164, 0.345], [0.606, 0.932, -0.486], [-0.423, 0.108, -0.543], [0.303, -0.090, 0.710], [0.098, -0.047, -0.229], [0.098, -0.007, -0.336], [0.079, 0.255, 0.194], [-0.073, -0.214, 0.156], [-0.213, 0.505, -0.084], [-0.372, -0.334, -0.114], [0.352, -0.067, 0.158], [-0.202, 0.285, 0.088], [-0.185, -0.325, -0.112], [0.509, -0.022, -0.138], [0.041, 0.200, 0.211], [0.013, -0.133, 0.242], [-0.075, 0.074, -0.277]]
}

{
  "formula": "C18H35Br2F3N3O5",
  "method": "ωB97M-V/def2-TZVPD",
  "e_homo_ev": -4.20,
  "homo_lumo_gap_ev": 6.4682,
  "lumo_ev": 2.27,
  "charge": -1,
  "symbols": ["C", "C", "C", "N", "N", "C", "C", "C", "F", "Br", "C", "F", "F", "Br", "C", "C", "C", "O", "C", "N", "C", "O", "O", "H", "H", "H", "H", "H", "H", "H", "H", "H", "H", "H", "H", "H", "H", "H", "H", "H", "H", "H", "C", "C", "C", "O", "H", "H", "H", "H", "H", "H", "H", "H", "C", "C", "C", "O", "H", "H", "H", "H", "H", "H", "H", "H"],
  "coordinates": [[4.316049, 0.220527, 2.718826], [3.995761, 0.069610, 1.246748], [5.136689, 0.230211, 0.247499], [2.852986, -0.231936, 0.775686], [1.778063, 0.612915, 1.297389], [1.587239, 1.622179, 0.249446], [1.359530, 3.017632, 0.877403], [2.595859, 3.619780, 1.549813], [3.764064, 3.274169, 0.960822], [2.689048, 3.249877, 3.472716], [2.492145, 5.202544, 1.432127], [3.303662, 5.770564, 2.332504], [1.265719, 5.624862, 1.645208], [3.190493, 5.761516, -0.301847], [0.598765, -0.288814, 1.432868], [-0.790576, 0.370218, 1.461705], [-1.179933, 1.130479, 2.774680], [-0.088224, 1.455280, 3.629666], [-2.032179, 2.342116, 2.409150], [-3.366609, 1.885441, 1.933837], [0.557203, -1.417319, 0.384986], [0.610120, -2.590596, 0.816308], [0.455644, -1.194693, -0.869404], [4.936197, -0.609803, 3.065837], [4.862809, 1.161699, 2.861558], [3.377432, 0.284312, 3.272243], [5.747913, -0.680792, 0.176841], [5.738033, 1.114621, 0.469767], [4.688336, 0.358365, -0.739549], [2.495511, 1.725767, -0.347028], [0.795353, 1.367799, -0.462869], [1.093137, 3.686744, 0.045836], [0.545745, 3.029880, 1.600168], [0.723317, -0.799087, 2.396863], [-1.505583, -0.455896, 1.375531], [-0.996238, 1.029080, 0.611182], [-1.843974, 0.458238, 3.340814], [0.052275, 0.669912, 4.172343], [-1.569018, 2.871206, 1.558123], [-2.114039, 3.075400, 3.217840], [-3.197969, 1.478210, 1.012893], [-3.884361, 2.733913, 1.710851], [-2.762197, -5.514671, -0.550632], [-2.392677, -4.571245, -1.687794], [-1.277562, -5.154308, -2.544991], [-1.983339, -3.322258, -1.160803], [-1.903758, -5.678413, 0.105465], [-3.555559, -5.082072, 0.061323], [-3.101394, -6.482444, -0.930263], [-3.273301, -4.382003, -2.308211], [-0.374939, -5.306070, -1.948639], [-1.016252, -4.466160, -3.350113], [-1.572809, -6.111761, -2.983793], [-1.198235, -3.443247, -0.605446], [-3.796718, -0.138764, -4.078546], [-2.510771, 0.244266, -3.355795], [-1.296916, -0.422152, -3.983813], [-2.591839, -0.129934, -1.994418], [-3.960008, -1.218850, -4.024445], [-4.657904, 0.339855, -3.607452], [-3.765195, 0.156376, -5.130559], [-2.387694, 1.330216, -3.381611], [-1.378494, -1.510422, -3.924302], [-0.388916, -0.144810, -3.447202], [-1.187826, -0.136055, -5.034812], [-2.702093, -1.091204, -1.950527]],
  "forces_ev_per_angstrom": [[-0.413, 1.409, -0.439], [0.622, -0.485, 0.518], [-0.323, -1.348, -0.222], [0.353, 1.891, -1.574], [-0.726, -1.468, 0.497], [0.275, 0.765, 0.241], [0.148, -0.535, -0.446], [-1.057, 1.101, 0.065], [0.161, -0.405, 0.176], [0.002, -0.099, -0.354], [1.508, -1.318, 0.222], [0.013, 0.537, 0.145], [-0.575, 0.328, -0.037], [-0.439, 0.200, -0.187], [-0.351, 0.166, 0.337], [-0.049, 0.238, 0.639], [-0.547, -0.789, -0.223], [-0.205, 0.218, -0.003], [0.179, 0.313, -0.650], [0.361, 0.427, -0.012], [0.154, -1.380, -3.017], [-0.299, -0.241, 1.178], [-0.060, 1.319, 1.716], [-0.078, -0.020, -0.204], [0.056, -0.224, 0.283], [0.175, -0.153, 0.064], [0.277, 0.337, 0.186], [0.017, -0.211, 0.254], [0.018, 0.027, 0.119], [-0.052, -0.344, 0.060], [0.011, -0.040, 0.187], [0.000, -0.043, 0.155], [0.065, -0.047, -0.035], [0.082, 0.017, -0.170], [0.129, 0.084, -0.193], [0.333, -0.232, -0.131], [0.003, 0.174, -0.089], [0.225, 0.263, -0.181], [0.315, 0.051, 0.390], [-0.178, -0.376, 0.146], [-0.178, -0.254, 0.179], [-0.125, -0.162, 0.138], [-0.234, -0.086, 0.029], [0.639, -0.098, 0.451], [-0.034, -0.059, -0.245], [-0.619, 0.123, -0.249], [0.060, 0.000, -0.097], [-0.016, 0.010, -0.054], [0.015, -0.006, 0.024], [0.003, 0.101, 0.028], [-0.062, -0.007, 0.071], [-0.039, 0.009, 0.015], [0.018, -0.001, 0.007], [0.361, 0.375, 0.023], [-0.154, 0.197, -0.046], [0.077, -0.711, -0.083], [0.256, 0.198, -0.191], [-0.464, 0.333, 0.210], [0.118, -0.014, -0.040], [0.034, 0.040, -0.012], [-0.013, -0.038, 0.001], [-0.018, 0.002, 0.126], [-0.078, 0.015, 0.024], [-0.057, -0.048, 0.085], [-0.027, -0.028, -0.005], [0.405, 0.003, 0.200]]
}